No. 1
Formula: C33H28IrN6O6S
Source: the Open Molecules 2025 dataset
Level of theory: the ωB97M-V functional and the def2-TZVPD basis

The HOMO energy comes out at -8.640 eV. As for the multiplicity: 2. The energy relative to the best compared isomer or geometry (same formula, charge and spin) is 0.313 eV. The value obtained for the strongest force on any atom is 0.828 eV/Å. The calculation puts the orbital gap at 6.711 eV. The molecular weight is 828.91 g/mol.

Structure (XYZ):
```
75
Properties=species:S:1:pos:R:3:forces:R:3
Ir 0.2088 0.0173 -0.6827 0.778 0.247 -0.139
O 6.0477 3.2637 -2.2447 0.000 -0.010 -0.001
C 5.9119 2.6132 -1.1999 -0.006 0.029 0.006
O 6.6370 2.4110 -0.2177 0.004 -0.016 -0.003
C 4.5292 1.8967 -1.1000 0.008 -0.001 -0.013
C 4.2555 1.0498 -0.0293 0.004 -0.036 -0.019
C 3.0180 0.4399 0.0272 -0.056 -0.099 -0.046
N 2.0867 0.7280 -0.8865 -0.221 0.311 0.140
C 2.3994 1.3564 -2.0295 -0.058 -0.002 -0.037
C 3.6164 1.9948 -2.1487 0.055 -0.072 -0.008
C 1.4301 1.0318 -3.0963 0.001 -0.030 0.006
C 1.5277 1.4636 -4.4061 -0.018 0.024 0.014
C 0.6518 0.9488 -5.3477 -0.004 -0.001 0.001
C -0.2921 0.0106 -4.9601 -0.003 0.009 -0.008
C -0.3524 -0.3715 -3.6336 -0.018 0.013 0.018
N 0.4894 0.1267 -2.7255 0.116 -0.144 -0.051
C 2.5937 -0.7333 0.8122 0.103 0.009 0.001
C 3.2740 -1.2160 1.9121 0.004 -0.044 0.005
C 2.8377 -2.3864 2.5130 0.003 0.018 -0.014
C 1.7411 -3.0420 1.9815 0.020 -0.022 -0.017
C 1.1011 -2.4998 0.8813 -0.034 -0.068 -0.094
N 1.5089 -1.3723 0.2935 -0.189 -0.178 0.307
H 5.0538 0.8726 0.6808 -0.002 0.004 0.003
H 3.9402 2.5281 -3.0340 -0.004 0.011 0.004
H 2.2864 2.1837 -4.6777 -0.001 0.002 0.001
H 0.7106 1.2743 -6.3773 0.002 -0.002 -0.001
H -0.9854 -0.4184 -5.6684 -0.001 0.002 0.001
H -1.0866 -1.0735 -3.2608 0.005 -0.008 -0.004
H 4.1295 -0.6728 2.2884 -0.001 0.000 0.000
H 3.3488 -2.7776 3.3821 -0.002 0.002 0.001
H 1.3686 -3.9615 2.4096 -0.002 0.001 0.001
H 0.2363 -2.9794 0.4389 -0.018 0.010 0.010
O -2.3498 4.7644 2.1930 -0.047 -0.095 0.001
C -3.1647 4.4785 1.2670 0.128 0.044 0.132
O -4.3654 4.6732 1.1550 -0.059 0.018 -0.053
C -2.4625 3.6371 0.1933 -0.054 0.007 0.006
C -1.1569 3.9114 -0.2076 0.036 0.032 -0.007
C -0.4120 2.9214 -0.8013 -0.005 -0.024 -0.043
N -0.9099 1.6843 -0.9715 -0.475 0.049 -0.054
C -2.2194 1.4655 -0.7423 0.069 0.037 0.129
C -3.0390 2.4406 -0.2168 0.035 -0.074 0.005
C -2.6564 0.0242 -0.8632 0.009 0.021 -0.051
O -3.8175 -0.2870 -0.9423 0.013 -0.002 0.008
O -1.6487 -0.8192 -0.8458 -0.028 -0.090 0.148
H -0.6948 4.8528 0.0556 -0.004 0.000 -0.005
H 0.6329 3.0632 -1.0467 -0.002 0.004 -0.007
H -4.0733 2.2150 0.0057 0.000 -0.002 -0.001
N -2.4571 3.3845 4.6139 -0.094 0.240 -0.098
C -2.1366 2.1125 4.7587 0.076 -0.218 0.001
S -2.3954 1.1806 6.1013 0.027 0.051 -0.045
C -1.4382 1.4985 3.5850 0.032 0.093 0.032
C -1.8327 0.2599 3.0948 -0.076 -0.046 0.006
C -1.2398 -0.2419 1.9592 0.042 -0.068 -0.063
N -0.2478 0.4064 1.3224 0.031 0.134 0.040
C 0.2156 1.5452 1.8654 -0.102 0.032 -0.007
C -0.3658 2.1350 2.9687 -0.004 -0.075 -0.036
H -2.9400 3.8224 5.3838 0.012 0.002 -0.008
H -2.4122 3.9037 3.7140 0.026 -0.047 0.035
H -2.6299 -0.2836 3.5816 0.005 -0.003 -0.006
H -1.5821 -1.1591 1.4996 -0.009 0.004 0.006
H 1.0438 2.0196 1.3568 0.003 0.005 -0.008
H -0.0023 3.0891 3.3224 -0.002 0.008 -0.006
C -2.6178 -4.4467 0.2664 -0.006 0.005 -0.005
C -1.8244 -5.0220 -0.9095 0.007 0.009 0.032
C -1.1750 -6.3579 -0.5514 0.000 -0.007 0.010
C -0.8305 -4.0345 -1.4070 -0.069 -0.016 0.014
H -3.4181 -5.1226 0.5698 0.002 -0.004 0.001
H -3.0619 -3.4840 0.0067 -0.003 -0.001 -0.002
H -1.9639 -4.3001 1.1321 0.004 -0.001 -0.002
H -2.5448 -5.2138 -1.7214 0.003 0.004 -0.003
H -0.4783 -6.2335 0.2818 0.002 0.002 -0.004
H -0.6187 -6.7677 -1.3958 -0.002 -0.001 -0.002
H -1.9257 -7.0903 -0.2523 -0.002 0.001 -0.002
H 0.0531 -4.3524 -1.9463 -0.010 0.008 -0.013
H -1.0600 -2.9792 -1.3266 0.025 0.002 -0.141
```
Forces are in eV/Å.

---

No. 2
Formula: C33H28N4O6
Source: the Open Molecules 2025 dataset
Level of theory: the ωB97M-V functional and the def2-TZVPD basis

The HOMO energy comes out at -4.986 eV. As for the multiplicity: 1. The value obtained for the strongest force on any atom is 2.965 eV/Å. The calculation puts the orbital gap at 2.337 eV. The molecular weight is 576.61 g/mol.

Structure (XYZ):
```
71
Properties=species:S:1:pos:R:3:forces:R:3
C -3.8781 -1.1917 -5.6185 -0.024 -0.400 -0.002
O -3.7952 0.2118 -5.5225 0.316 1.186 1.752
C -3.6566 0.7178 -4.2223 -0.097 -0.203 -0.932
C -3.3228 2.0680 -4.0899 -0.171 -0.380 -0.632
C -3.1634 2.6439 -2.8539 -0.020 0.117 0.668
C -3.3371 1.8933 -1.6964 -0.119 -0.684 -0.492
N -3.2898 2.5449 -0.4088 0.315 0.506 1.592
C -2.6528 2.1861 0.7729 -1.756 1.759 -0.438
C -1.7820 1.0313 0.9437 1.413 -2.337 -1.155
C -1.1840 0.7537 2.2273 0.174 -0.392 0.924
C -0.9034 -0.5100 2.6486 -0.511 0.997 -0.644
C -0.3797 -0.8265 3.9557 0.443 -0.124 1.019
C -0.6880 -2.0443 4.5926 -0.041 0.580 -0.622
C -0.2844 -2.2878 5.8864 -0.047 -0.014 0.257
C 0.4624 -1.3452 6.5725 -0.031 -0.012 0.056
C 0.8060 -0.1530 5.9561 0.035 0.050 0.238
C 0.3895 0.1076 4.6717 -0.295 -0.221 -0.406
O -1.5629 0.2605 -0.0049 -0.764 1.185 0.729
N -3.0704 3.0819 1.7475 -0.301 -0.260 -1.298
C -2.7679 3.1475 3.1818 0.103 -0.157 0.164
C -3.9254 3.9948 1.1578 0.243 -0.401 -0.252
C -4.0468 3.6823 -0.1535 0.249 -0.494 0.235
C -3.6917 0.5515 -1.8158 0.189 0.521 0.594
C -3.8470 -0.0250 -3.0544 -0.066 -0.193 -0.748
H -3.8220 -1.4834 -6.6686 -0.010 0.316 0.108
H -3.0459 -1.6503 -5.0864 0.036 -0.165 0.035
H -4.8250 -1.5396 -5.2079 -0.086 -0.182 0.030
H -3.2083 2.6494 -4.9865 0.148 0.164 -0.180
H -2.9054 3.6852 -2.7618 0.117 0.239 -0.138
H -1.0153 1.5775 2.8942 0.197 0.054 0.159
H -1.1910 -1.3204 2.0014 0.001 -0.281 -0.220
H -1.2973 -2.7648 4.0750 -0.079 -0.211 -0.163
H -0.5899 -3.1948 6.3853 0.067 -0.145 -0.032
H 0.7603 -1.5303 7.5926 0.075 -0.046 0.092
H 1.3781 0.5859 6.4962 0.122 0.044 0.014
H 0.6629 1.0377 4.2026 0.114 0.162 -0.111
H -3.5038 3.7713 3.6840 -0.093 0.062 -0.300
H -2.8107 2.1603 3.6339 -0.016 0.020 -0.107
H -1.7855 3.5863 3.3454 0.036 -0.047 -0.046
H -4.4574 4.7729 1.6808 0.313 -0.076 0.232
H -4.6644 4.1803 -0.8813 0.122 -0.280 -0.201
H -3.8103 -0.0451 -0.9252 -0.126 -0.078 -0.005
H -4.1389 -1.0563 -3.1298 0.019 -0.223 0.146
C 2.6445 -0.6503 -0.1009 0.068 0.076 -0.274
C 3.5617 -1.6560 0.2998 -0.557 0.687 -0.301
C 3.7372 -1.9650 1.6688 0.252 -0.308 -0.087
C 4.5506 -2.9958 2.0528 -0.155 -0.098 0.601
C 5.2015 -3.7736 1.1125 0.261 -0.561 0.175
N 5.8828 -4.9861 1.5389 0.382 -0.346 0.145
O 6.3563 -5.7417 0.6808 -0.407 0.748 0.617
O 5.9470 -5.2290 2.7516 -0.065 0.232 -0.938
C 5.0706 -3.4714 -0.2314 0.155 -0.366 -0.381
C 4.2659 -2.4441 -0.6380 0.228 -0.263 0.154
C 2.5463 -0.0570 -1.3896 0.051 -0.499 0.883
C 3.6526 -0.0086 -2.2642 0.006 0.242 -0.277
C 3.5461 0.5367 -3.5111 0.516 -0.100 -0.197
C 2.3415 1.0543 -3.9500 -0.059 0.204 -0.703
N 2.2427 1.5505 -5.3107 0.124 0.039 -0.243
O 1.1426 1.9548 -5.7094 0.781 -0.214 0.224
O 3.2627 1.5379 -6.0160 -1.069 0.081 0.585
C 1.2448 1.0643 -3.1003 -0.415 0.166 -0.049
C 1.3406 0.5336 -1.8406 0.081 0.144 -0.235
H 1.9336 -0.3250 0.6389 -0.282 0.093 0.241
H 3.2089 -1.4045 2.4206 -0.118 0.226 0.119
H 4.6846 -3.2600 3.0872 -0.081 0.039 0.236
H 5.5825 -4.0898 -0.9465 0.031 -0.165 -0.199
H 4.1033 -2.2983 -1.6905 0.038 0.000 -0.097
H 4.6109 -0.3550 -1.9242 0.160 -0.016 0.027
H 4.3939 0.5764 -4.1737 0.143 0.006 -0.062
H 0.3176 1.4763 -3.4644 -0.161 0.045 -0.015
H 0.4685 0.5112 -1.2078 -0.099 -0.047 0.132
```
Forces are in eV/Å.

---

No. 3
Formula: C33H28N6OSiSn
Source: the Open Molecules 2025 dataset
Level of theory: the ωB97M-V functional and the def2-TZVPD basis

The HOMO energy comes out at -7.559 eV. As for the multiplicity: 1. The value obtained for the strongest force on any atom is 0.687 eV/Å. The calculation puts the orbital gap at 7.005 eV. The molecular weight is 671.42 g/mol.

Structure (XYZ):
```
70
Properties=species:S:1:pos:R:3:forces:R:3
Sn -0.2442 -0.0541 0.2670 0.225 -0.650 0.011
C 6.4851 -0.1586 -1.8101 -0.128 0.106 -0.111
N 5.2858 -0.7949 -1.2798 0.256 -0.119 0.164
N 4.4784 -0.0780 -0.4068 -0.148 0.179 -0.115
C 3.1661 -0.4727 -0.5652 0.011 -0.190 -0.110
O 2.2359 -0.0772 0.1571 -0.040 0.279 0.023
C 3.1815 -1.4246 -1.6394 -0.201 0.080 0.005
C 4.4659 -1.5611 -2.0528 0.050 -0.141 -0.020
C 5.0237 -2.3945 -3.1549 -0.046 0.033 0.022
C 5.0352 0.5731 0.7275 0.040 -0.104 0.065
C 6.1398 0.0189 1.3660 -0.002 -0.073 0.031
C 6.6944 0.6643 2.4594 -0.031 0.018 -0.013
C 6.1357 1.8471 2.9250 0.001 -0.027 -0.011
C 5.0191 2.3763 2.2942 -0.032 -0.005 0.029
C 4.4611 1.7461 1.1907 -0.018 0.110 -0.025
H 6.9921 0.3827 -1.0189 0.012 -0.027 0.057
H 6.2458 0.5398 -2.6172 -0.020 -0.006 0.022
H 7.1490 -0.9336 -2.1843 -0.001 -0.008 0.007
H 2.3167 -1.9482 -2.0128 0.043 0.009 0.003
H 4.2381 -3.0243 -3.5659 0.015 0.015 -0.003
H 5.8257 -3.0349 -2.7854 0.001 0.009 -0.015
H 5.4236 -1.7769 -3.9609 -0.003 0.006 0.009
H 6.5515 -0.9197 1.0160 -0.020 0.009 -0.016
H 7.5574 0.2346 2.9513 -0.007 0.008 0.003
H 6.5671 2.3504 3.7808 -0.012 0.000 -0.020
H 4.5690 3.2902 2.6556 -0.027 0.017 0.005
H 3.5892 2.1613 0.7018 0.001 -0.021 0.016
N -0.4832 1.7783 0.5445 0.106 0.429 0.175
C 0.3646 2.6081 1.2773 -0.087 -0.122 -0.142
C 0.5914 3.9075 0.7986 -0.037 0.068 0.054
C 1.2824 4.8390 1.5574 0.035 -0.040 -0.079
C 1.7848 4.5061 2.8098 0.017 -0.060 0.008
C 1.6035 3.2116 3.2816 0.044 -0.021 -0.048
C 0.9159 2.2760 2.5253 0.015 -0.021 -0.077
H 0.1793 4.1726 -0.1668 0.000 0.013 0.019
H 1.4242 5.8400 1.1670 -0.012 -0.011 0.010
H 2.3035 5.2428 3.4103 -0.003 -0.010 -0.015
H 2.0010 2.9268 4.2489 -0.018 -0.006 -0.002
H 0.7747 1.2652 2.8977 -0.040 0.040 0.076
C 3.9792 -3.8029 2.4387 -0.026 0.009 -0.005
C 3.5116 -4.5335 1.3556 -0.008 0.018 -0.001
C 2.3272 -4.1632 0.7319 -0.009 0.044 0.007
C 1.5917 -3.0641 1.1841 0.169 -0.015 -0.030
C 2.0722 -2.3481 2.2832 0.057 -0.061 -0.029
C 3.2570 -2.7107 2.9057 -0.032 -0.009 -0.016
Si 0.0106 -2.6042 0.3249 0.064 0.109 0.241
C -1.5188 -3.1597 1.1988 -0.183 -0.076 -0.044
C -1.9747 -2.5065 2.3478 -0.013 -0.070 -0.044
C -3.1142 -2.9418 3.0054 0.016 -0.028 -0.018
C -3.8165 -4.0370 2.5203 0.064 -0.018 0.074
C -3.3789 -4.6963 1.3827 0.095 -0.035 -0.020
C -2.2388 -4.2595 0.7225 -0.042 0.028 0.070
H 4.9050 -4.0867 2.9236 -0.009 0.008 0.000
H 4.0685 -5.3898 0.9957 -0.008 0.013 0.005
H 1.9732 -4.7389 -0.1182 0.027 0.029 0.021
H 1.5298 -1.4822 2.6489 0.023 0.004 0.003
H 3.6194 -2.1403 3.7514 0.004 0.004 -0.011
H 0.0478 -3.0663 -1.0799 -0.022 0.006 -0.019
H -1.4429 -1.6404 2.7333 -0.006 -0.002 0.020
H -3.4666 -2.4162 3.8832 0.001 -0.003 0.001
H -4.7193 -4.3630 3.0190 0.001 0.025 -0.033
H -3.9379 -5.5383 0.9958 -0.007 0.029 0.002
H -1.9145 -4.7726 -0.1770 -0.019 0.013 0.019
N -2.1729 -0.4754 -0.6859 0.111 0.236 -0.158
C -3.3312 -0.5885 -0.7399 -0.371 -0.140 0.034
C -4.6906 -0.7811 -0.8036 -0.117 -0.039 0.042
C -5.2827 -1.8142 -0.0159 0.160 0.235 -0.213
N -5.7613 -2.6480 0.6208 -0.052 0.060 -0.060
C -5.4968 0.0518 -1.6349 0.140 -0.102 0.148
N -6.1543 0.7177 -2.3077 0.055 -0.039 0.028
```
Forces are in eV/Å.